# 1
18
Properties=species:S:1:pos:R:3 method="wB97M-V/def2-TZVPD" homo_lumo_gap_ev="2.8 / 9.4" homo_energy_ev="1.56 / -5.11" total_charge=-1 total_energy_ha=-269.0431 lumo_energy_ev="4.33 / 4.31" largest_force_ev_per_a=1.80 e_above_lowest_ev=0.2851 multiplicity=2
C -1.95790 1.06806 -0.61149
C -1.74695 -0.37984 -0.20034
C -0.27354 -0.80501 -0.18688
N 0.47245 -0.09245 0.85514
C 1.90245 -0.34825 0.82558
N 2.61376 0.56797 -0.05228
H -1.32003 1.31617 -1.46157
H -1.67973 1.77653 0.17261
H -2.99215 1.21590 -0.92053
H -2.21187 -0.65491 0.74132
H -2.21063 -1.03044 -0.93981
H 0.13975 -0.44841 -1.13252
H -0.19845 -1.87139 -0.05536
H 0.11117 -0.29308 1.78181
H 2.30053 -0.31671 1.83725
H 2.12890 -1.34943 0.43967
H 2.75404 0.17612 -0.97045
H 2.16820 1.46916 -0.12213

=====

# 2
74
Properties=species:S:1:pos:R:3 method="wB97M-V/def2-TZVPD" homo_lumo_gap_ev="5.7 / 6.4" homo_energy_ev="-13.53 / -13.55" total_charge=+2 total_energy_ha=-3329.0767 lumo_energy_ev="-7.83 / -7.16" largest_force_ev_per_a=3.39 e_above_lowest_ev=0.0000 multiplicity=2
V -6.20585 -18.00313 -7.73648
C -5.04284 -16.50687 -1.28567
C -3.93154 -16.83256 -2.08173
C -4.03719 -16.76025 -3.44671
C -5.24361 -16.47982 -4.09334
C -6.38207 -16.39442 -3.33667
C -6.28162 -16.26129 -1.90868
P -5.36151 -16.43697 -5.89927
C -5.99345 -14.76362 -6.23948
C -6.27385 -13.78795 -5.30514
C -7.02873 -12.63599 -5.70943
C -7.31034 -12.38859 -7.01351
C -6.83878 -13.19683 -8.10235
C -6.05581 -14.44365 -7.69295
C -3.66198 -16.47611 -6.51390
C -2.70969 -15.52263 -6.13268
C -1.32868 -15.67076 -6.46826
C -0.94235 -16.81717 -7.21423
C -1.90570 -17.73079 -7.78208
C -1.58073 -18.85682 -8.58224
C -2.52004 -19.74893 -8.98554
C -3.87328 -19.52962 -8.69088
C -4.29634 -18.38650 -8.05026
C -3.29500 -17.54659 -7.45572
H -4.99394 -16.37581 -0.22479
H -2.92983 -17.12927 -1.60776
H -3.10000 -16.89576 -4.02113
H -7.33536 -16.25542 -3.83571
H -7.23415 -16.21601 -1.38025
H -6.21919 -13.90190 -4.22720
H -7.42578 -12.02795 -4.90624
H -7.90006 -11.50305 -7.31372
H -6.45243 -12.62358 -8.95223
H -5.04220 -14.45684 -8.15464
H -3.03797 -14.69599 -5.51123
H -0.63099 -14.94172 -6.14530
H 0.08366 -17.15270 -7.31186
H -0.50502 -19.04506 -8.83547
H -2.17171 -20.58650 -9.60583
H -4.54439 -20.34157 -8.92503
B -8.69815 -20.35739 -8.08590
N -7.81418 -20.27075 -6.79983
C -7.98151 -21.07536 -5.68922
C -6.98045 -20.88134 -4.79437
C -6.14527 -19.91267 -5.40690
N -6.71099 -19.46661 -6.57866
N -8.19674 -19.26027 -9.19304
C -8.82695 -18.92929 -10.33404
C -7.84590 -18.37708 -11.20622
C -6.57867 -18.50062 -10.53402
N -6.80065 -19.04345 -9.32423
H -9.80360 -20.05241 -7.74126
H -8.66335 -21.43867 -8.57945
H -8.92303 -21.72333 -5.61238
H -6.79179 -21.31449 -3.76381
H -5.24291 -19.43074 -4.93379
H -9.92301 -19.07117 -10.35271
H -7.92756 -18.18466 -12.25689
H -5.57021 -17.95812 -10.68153
C -7.02771 -13.37337 -11.11512
C -8.19339 -14.01609 -10.36439
C -7.87628 -14.20928 -8.85066
N -6.92391 -15.35808 -8.51797
N -7.52313 -16.47583 -7.88270
C -8.79216 -16.27816 -7.53813
N -9.47746 -17.27441 -6.83038
S -9.42579 -14.68849 -7.83608
H -7.19249 -13.31060 -12.18663
H -6.14591 -14.00820 -10.98613
H -6.83690 -12.40031 -10.72705
H -8.24730 -15.06292 -10.76057
H -9.13898 -13.48559 -10.47757
H -9.29679 -18.24961 -7.00489
H -10.45039 -17.05399 -6.69603

=====

# 3
17
Properties=species:S:1:pos:R:3 method="wB97M-V/def2-TZVPD" homo_lumo_gap_ev=8.8 homo_energy_ev=-8.27 total_charge=0 total_energy_ha=-971.9861 lumo_energy_ev=0.54 smiles=CNC.CSS largest_force_ev_per_a=0.93 e_above_lowest_ev=0.8718
C 0.46550 -1.69038 -1.62801
N 0.01525 -1.20452 -0.32803
C 0.66984 -1.92735 0.77937
H 1.50003 -2.06486 -1.63031
H 0.46673 -0.87092 -2.34826
H -0.18707 -2.47125 -1.98608
H 0.34239 -0.25260 -0.22772
H 1.66673 -1.53484 1.00882
H 0.06456 -1.91875 1.68517
H 0.79375 -2.96455 0.46375
C -0.97023 2.34936 1.64531
S -1.48224 1.72413 0.03291
S -0.00536 2.49888 -1.18155
H -1.42119 3.30072 1.93857
H -1.24997 1.59360 2.36898
H 0.09542 2.55777 1.62854
H -0.76414 2.87556 -2.22145

=====

# 4
19
Properties=species:S:1:pos:R:3 method="wB97M-V/def2-TZVPD" homo_lumo_gap_ev="5.7 / 5.7" homo_energy_ev="-16.69 / -16.68" total_charge=+2 total_energy_ha=-455.6878 lumo_energy_ev="-11.00 / -11.01" largest_force_ev_per_a=6.17 e_above_lowest_ev=3.3857
C -2.70930 -1.96591 0.55778
C -2.65400 -0.88094 0.03375
C 0.91290 -0.02887 -0.25176
C 2.40233 0.36082 0.12601
C -2.30310 0.26727 -0.48031
N 3.38630 -0.75031 0.09717
N -2.52911 1.61166 0.06068
O 1.01500 -1.06340 -0.87664
O -0.00495 0.68479 0.06827
H -2.95877 -2.97852 0.89506
H 2.67261 1.11380 -0.60736
H 2.26345 0.81431 1.17217
H -2.02391 0.22425 -1.51892
H 2.90123 -1.46913 -0.53911
H 3.13530 -1.30361 0.93775
H 4.35568 -0.39571 -0.14191
H -3.03090 1.57025 1.00390
H -3.25655 2.15046 -0.58869
H -1.57422 2.03881 0.05216

=====

# 5
49
Properties=species:S:1:pos:R:3 method="wB97M-V/def2-TZVPD" homo_lumo_gap_ev=8.4 homo_energy_ev=-8.44 total_charge=0 total_energy_ha=-4010.0065 lumo_energy_ev=-0.07 smiles="CCOc1ccc(-c2c(C(=O)N/N=C/c3cccc(Br)c3)nnn2-c2nonc2N)cc1" largest_force_ev_per_a=2.02
C -3.70828 7.51530 -0.90743
C -4.48534 6.75402 0.16258
O -4.74074 5.41191 -0.20504
C -3.75646 4.48492 -0.12599
C -4.09334 3.21239 -0.59900
C -3.18417 2.18298 -0.56088
C -1.91131 2.39025 -0.02893
C -0.94824 1.30792 -0.00120
C -0.50225 0.43731 -1.00133
C -0.89057 0.44319 -2.41708
O -1.59010 1.29785 -2.92270
N -0.40875 -0.58647 -3.18996
N 0.35712 -1.54999 -2.70382
C 0.83554 -2.48745 -3.41294
C 1.68049 -3.47106 -2.76226
C 2.20675 -4.55951 -3.45569
C 3.01412 -5.47575 -2.80482
C 3.31052 -5.32465 -1.46057
C 2.78298 -4.23673 -0.78153
Br 3.17971 -4.00707 1.06781
C 1.97755 -3.31113 -1.40544
N 0.42350 -0.38608 -0.45367
N 0.57565 -0.10983 0.76950
N -0.23849 0.91797 1.09527
C -0.29954 1.32882 2.40673
N -1.09707 2.23274 2.89986
O -0.85489 2.28466 4.20999
N 0.10810 1.40410 4.58224
C 0.49351 0.78079 3.49407
N 1.46348 -0.13497 3.39663
C -1.57483 3.65342 0.44445
C -2.48004 4.69431 0.39096
H -4.25406 7.48826 -1.84712
H -2.72920 7.07087 -1.06825
H -3.58146 8.55021 -0.60172
H -5.47930 7.19428 0.28206
H -3.97047 6.79945 1.12968
H -5.08410 3.06306 -0.99727
H -3.45722 1.20835 -0.93343
H -0.66756 -0.55389 -4.18222
H 0.64951 -2.58906 -4.48862
H 1.98234 -4.68733 -4.50458
H 3.41973 -6.31767 -3.34533
H 3.94018 -6.03683 -0.94983
H 1.56972 -2.45845 -0.88439
H 1.84741 -0.52149 4.23968
H 1.55073 -0.62733 2.51923
H -0.58603 3.83770 0.83600
H -2.17543 5.66022 0.76040

=====

# 6
25
Properties=species:S:1:pos:R:3 method="wB97M-V/def2-TZVPD" homo_lumo_gap_ev=7.3 homo_energy_ev=-7.78 total_charge=0 total_energy_ha=-927.1900 lumo_energy_ev=-0.53 largest_force_ev_per_a=4.04
C -0.12260 0.17695 1.50425
C 0.39701 1.76341 -0.31865
C -0.21142 0.44651 0.06058
C -1.49944 -2.60471 0.11878
C 0.26116 -0.60311 -0.81853
C -0.83765 -3.75726 -0.51096
C -2.60191 -1.94731 -0.42548
N 0.01211 -0.65524 -2.10701
F -1.67386 -4.89670 -0.63631
F -0.33168 -3.45823 -1.72707
F 0.22612 -4.21209 0.16740
F -2.82446 -0.74425 0.03630
F -3.78931 -2.73275 -0.21662
F -2.60952 -1.87772 -1.77736
H 0.91438 0.13466 1.88027
H -0.68704 0.88105 2.23923
H -0.42149 -0.95471 1.63933
H 1.39182 1.84159 -0.01952
H -0.07712 2.71295 0.13696
H 0.39390 1.70871 -1.42299
H -1.24995 0.53980 -0.34090
H -1.54517 -2.66341 1.15123
H 0.91315 -1.45889 -0.44716
H 0.26009 -1.53829 -2.62385
H -0.75165 -0.15045 -2.44564

=====

# 7
10
Properties=species:S:1:pos:R:3 method="wB97M-V/def2-TZVPD" homo_lumo_gap_ev=6.9 homo_energy_ev=-3.42 total_charge=-1 total_energy_ha=-304.9766 lumo_energy_ev=3.48 largest_force_ev_per_a=2.16 e_above_lowest_ev=0.8404
O 3.29778 -1.68991 -0.50652
H 4.27044 -1.64643 -0.64900
H 3.09648 -0.91693 0.06814
O -2.00734 -0.93986 0.10189
O 0.00000 0.00000 0.00000
C -0.76440 -0.98246 0.24638
C -0.10756 -2.17869 0.91703
H -0.17447 -1.96344 1.99675
H 0.95615 -2.28190 0.64413
H -0.61661 -3.13655 0.71704

=====

# 8
78
Properties=species:S:1:pos:R:3 method="wB97M-V/def2-TZVPD" homo_lumo_gap_ev=7.2 homo_energy_ev=-5.08 total_charge=-1 total_energy_ha=-2211.0660 lumo_energy_ev=2.09 largest_force_ev_per_a=1.28
Pd 0.29214 0.12148 -0.15123
C -4.04134 -1.65200 2.30882
C -2.72120 -0.95772 2.36584
C -2.08547 -0.42213 3.46059
C -0.87826 0.11650 2.98708
N -0.80165 -0.09042 1.66883
N -1.93870 -0.75217 1.29405
B -2.23746 -1.18469 -0.16787
N -2.33819 0.11048 -1.03086
N -1.55735 1.18656 -0.72815
C -1.88785 2.16234 -1.56604
C -2.93079 1.72767 -2.39655
C -3.18019 0.41952 -2.03101
C -4.15026 -0.53311 -2.64409
C -1.20077 3.46918 -1.53108
C -0.09572 3.68011 -0.70390
C 0.55418 4.90430 -0.69308
C 0.10976 5.94008 -1.50527
C -0.98657 5.73867 -2.33219
C -1.63514 4.51199 -2.34518
N -1.12741 -2.19453 -0.59977
N 0.13028 -2.08309 -0.08247
C 0.84091 -3.10252 -0.55167
C 0.02152 -3.91202 -1.35065
C -1.21468 -3.29568 -1.36398
C -2.42856 -3.69759 -2.13077
C 2.26835 -3.26194 -0.20902
C 2.95247 -2.27124 0.49836
C 4.29670 -2.42125 0.80056
C 4.98018 -3.56400 0.40403
C 4.30898 -4.55195 -0.30291
C 2.96369 -4.40076 -0.60736
C 0.15097 0.79976 3.79103
C 1.30952 1.29007 3.21203
C 2.27028 1.92915 3.97649
C 2.08333 2.08777 5.34246
C 0.92412 1.60046 5.93522
C -0.03475 0.96099 5.16408
H -4.46737 -1.68429 3.31099
H -3.93811 -2.67342 1.94093
H -4.73724 -1.13001 1.65108
H -2.45695 -0.42580 4.47192
H -3.29662 -1.74855 -0.20293
H -3.42786 2.27514 -3.18158
H -4.87745 0.02330 -3.23344
H -4.67768 -1.11924 -1.89081
H -3.62499 -1.22007 -3.30962
H 0.26578 2.87578 -0.08172
H 1.41851 5.04091 -0.05417
H 0.61946 6.89587 -1.49867
H -1.33523 6.53792 -2.97514
H -2.48530 4.36188 -2.99996
H 0.28920 -4.81318 -1.87941
H -2.34295 -4.74361 -2.42139
H -2.50318 -3.09511 -3.03826
H -3.34204 -3.56336 -1.55038
H 2.43223 -1.37291 0.79421
H 4.81112 -1.63363 1.33802
H 6.03120 -3.68027 0.63888
H 4.83635 -5.44204 -0.62442
H 2.44994 -5.17443 -1.16549
H 1.48403 1.18455 2.16049
H 3.16442 2.29980 3.48838
H 2.83276 2.58707 5.94483
H 0.76572 1.71785 7.00038
H -0.93378 0.58617 5.63903
N 2.76963 0.87014 -2.66915
C 3.08108 1.29706 -1.39989
N 4.19012 1.94281 -1.08669
N 4.07852 2.15369 0.23710
N 2.96670 1.65910 0.67422
N 2.29186 1.09418 -0.36038
C 1.59978 0.24142 -2.99766
N 1.30204 -0.12242 -4.22909
N 0.08689 -0.70543 -4.13366
N -0.32923 -0.69748 -2.92011
N 0.61737 -0.09751 -2.15804
H 3.40620 1.08983 -3.41283